5 unconnected molecules or ions with the total composition C10H30O5, computed with the ωB97M-V functional and the def2-TZVPD basis.

Geometry as ORCA input:
```
! RIJCOSX wB97M-V def2-TZVPD def2/J DEFGRID3
* xyz 0 1
C 0.2017 1.2902 -3.4199
C -1.3167 1.2636 -3.5539
O -1.8009 2.5719 -3.2207
H 0.6586 0.3284 -3.6664
H 0.5593 1.4821 -2.4071
H 0.5647 2.0349 -4.1257
H -1.8349 0.5380 -2.9233
H -1.4822 1.0665 -4.6200
H -2.7596 2.5671 -3.3044
C -1.7693 -4.0239 1.2383
C -0.9911 -4.6662 0.1150
O -0.3258 -3.6740 -0.6791
H -1.1533 -3.4902 1.9594
H -2.3473 -4.7762 1.7734
H -2.4735 -3.3187 0.7869
H -1.7072 -5.2441 -0.4706
H -0.1977 -5.2951 0.5235
H 0.0305 -4.1444 -1.4388
C 3.9276 -0.5262 2.0624
C 4.5119 -1.6504 2.9014
O 5.9342 -1.5777 3.0906
H 4.5563 0.3681 2.0659
H 2.8864 -0.3282 2.2905
H 4.0155 -0.8154 1.0090
H 4.3251 -2.6042 2.3931
H 4.0841 -1.7384 3.8987
H 6.3505 -1.7870 2.2497
C -2.3522 5.0200 0.8479
C -2.1402 3.8218 -0.0633
O -0.9940 4.0537 -0.8485
H -3.3064 4.9638 1.3762
H -2.3213 5.9343 0.2558
H -1.5923 5.1205 1.6272
H -3.0226 3.8048 -0.7244
H -2.2169 2.8904 0.5038
H -1.0412 3.5117 -1.6575
C -0.9186 0.4673 0.2971
C -0.2613 -0.7606 0.9206
O 0.9764 -1.0111 0.2318
H -0.8073 0.4377 -0.7834
H -0.4195 1.3853 0.6107
H -1.9881 0.5070 0.5207
H -0.9329 -1.5999 0.7625
H 0.0298 -0.6398 1.9630
H 0.8614 -1.7575 -0.3679
*
```

## Properties
Orbital gap   10.11 eV
SMILES string   CCO.CCO.CCO.CCO.CCO
Largest force on an atom   0.032 hartree/bohr
E   -775.1280 hartree
LUMO   0.43 eV
Molecular weight   230.35 u
Energy relative to the best compared isomer or geometry (same formula, charge and spin)   85.29 kJ/mol